1.
DFT (the ωB97M-V functional and the def2-TZVPD basis) results for a molecular structure, C19H34FeN6O3SSi in a non-equilibrium geometry.

```
65
Properties=species:S:1:pos:R:3
Fe 1.0677 -0.4310 -0.4055
N -5.7108 2.3088 2.7854
C -4.7566 1.3580 2.4292
C -4.1043 0.6127 3.3988
C -3.1718 -0.3359 2.9606
C -2.8622 -0.4685 1.6290
C -3.4532 0.3760 0.6784
C -4.4058 1.2546 1.0851
S -1.6913 -1.6928 1.2028
O -2.3840 -2.9367 0.9913
O -0.7274 -1.6475 2.2587
N -0.8742 -1.1987 -0.0994
C -1.3266 -1.4359 -1.3689
N -0.4228 -1.0123 -2.3037
C -0.7087 -1.2160 -3.5414
C -1.8542 -1.8433 -3.9854
C -2.7576 -2.2345 -3.0013
N -2.5563 -1.9589 -1.7027
H -6.1373 2.1181 3.6819
H -6.3920 2.5710 2.0677
H -4.3878 0.6230 4.4553
H -2.7861 -1.0050 3.7147
H -3.1536 0.2717 -0.3464
H -4.9373 1.8822 0.3759
H -0.0551 -0.8375 -4.3367
H -2.0154 -1.9035 -5.0563
H -3.7646 -2.6626 -3.1229
C 2.1994 -0.6533 2.5501
N 2.3053 -1.4080 1.2659
C 1.9454 -2.8259 1.4774
C 3.6912 -1.3699 0.7919
C 3.8078 -1.9760 -0.6125
N 2.9900 -1.2149 -1.5675
C 3.5657 0.1111 -1.7402
C 2.9372 -1.8899 -2.8896
H 2.5376 -1.2788 3.3676
H 1.1392 -0.3997 2.6493
H 2.7829 0.2076 2.4772
H 2.5169 -3.2858 2.2827
H 2.0282 -3.4220 0.5544
H 0.8845 -2.9067 1.7128
H 4.3852 -1.8385 1.4754
H 3.9782 -0.3017 0.7741
H 3.5628 -3.0515 -0.5802
H 4.8731 -1.9445 -0.8566
H 4.5986 0.0715 -2.0056
H 3.4220 0.7352 -0.8794
H 2.9646 0.6277 -2.5056
H 3.9119 -2.3381 -3.1540
H 2.6282 -1.1750 -3.6512
H 2.1825 -2.6759 -2.8703
C -0.3818 3.3971 1.4222
Si 0.4351 2.8297 -0.1242
C 1.8628 3.9601 -0.3877
C -0.7274 2.7436 -1.5902
O 1.1928 1.3676 0.0062
H -0.6709 4.4350 1.2289
H 0.3459 3.4001 2.2557
H -1.2676 2.8289 1.7694
H 1.6955 5.0572 -0.3088
H 2.2237 3.8479 -1.3818
H 2.6584 3.7058 0.3272
H -1.0777 1.6826 -1.6835
H -0.1838 2.9921 -2.5343
H -1.6142 3.3995 -1.5096
```

Properties
- Highest occupied orbital energy (spin up / spin down): -7.97 / -7.97 eV
- ⟨S²⟩: 6.009
- 2S+1: 5
- Lowest unoccupied orbital energy (spin up / spin down): 0.582 / 0.580 eV
- Total charge: 0
- Calculated total energy: -88440.480 eV

---

2.
DFT (the ωB97M-V functional and the def2-TZVPD basis) results for C19H34N4O in the gas phase.

```
58
Properties=species:S:1:pos:R:3
C -4.6433 -0.7689 2.7260
C -4.0313 -2.1352 2.7096
C -4.9609 -3.2288 2.2724
C -2.7707 -2.3896 3.0442
C -1.7485 -1.3763 3.4885
N -1.6442 -0.2698 2.5474
C -0.8503 0.8500 3.0087
C 0.6601 0.6430 2.8521
N 0.9441 0.3687 1.4577
C 2.3668 0.3271 1.1670
C 2.5949 0.2719 -0.3035
C 2.2230 1.1341 -1.3115
C 2.6856 0.5408 -2.5017
C 2.5773 1.0686 -3.8900
C 3.8916 1.7159 -4.3576
C 4.2252 2.9404 -3.5103
C 3.7920 2.0994 -5.8312
N 3.2968 -0.6022 -2.2362
N 3.2307 -0.7550 -0.9138
C 0.2628 -0.8450 1.0520
C -1.2555 -0.6691 1.2034
C -1.7872 0.3468 0.1782
C -2.3333 -0.3399 -1.0733
O -3.5670 -0.9794 -0.8436
H -5.0393 -0.5258 1.7406
H -5.4763 -0.7474 3.4286
H -3.9146 -0.0166 3.0050
H -4.4699 -4.1987 2.2830
H -5.8266 -3.2701 2.9326
H -5.3275 -3.0324 1.2648
H -2.4179 -3.4126 3.0081
H -0.7878 -1.8928 3.6485
H -2.0526 -0.9478 4.4505
H -1.0929 1.0512 4.0545
H -1.1338 1.7212 2.4119
H 1.1827 1.5557 3.1478
H 1.0047 -0.1790 3.5081
H 2.8105 1.2434 1.5703
H 2.8656 -0.5363 1.6507
H 1.6909 2.0565 -1.2076
H 1.7722 1.8046 -3.9346
H 2.3361 0.2422 -4.5609
H 4.6887 0.9751 -4.2361
H 3.4450 3.6930 -3.6083
H 5.1677 3.3798 -3.8298
H 4.3109 2.6682 -2.4610
H 4.7229 2.5471 -6.1720
H 2.9902 2.8197 -5.9823
H 3.5879 1.2245 -6.4441
H 3.6410 -1.5679 -0.4820
H 0.4943 -1.0467 0.0039
H 0.6012 -1.7127 1.6520
H -1.7237 -1.6442 1.0226
H -2.5987 0.9153 0.6346
H -0.9882 1.0336 -0.0981
H -2.5282 0.3963 -1.8567
H -1.5955 -1.0619 -1.4565
H -3.4979 -1.4817 -0.0226
```

Properties
- SMILES: CC(C)=CCN1CCN(Cc2cc(CC(C)C)n[nH]2)C[C@@H]1CCO
- Highest occupied orbital energy: -8.24 eV
- Lowest unoccupied orbital energy: 0.745 eV
- Total charge: 0
- Calculated total energy: -28261.888 eV

---

3.
DFT (the ωB97M-V functional and the def2-TZVPD basis) results for a molecular structure, C19H35BCuNO2P in a non-equilibrium geometry.

```
60
Properties=species:S:1:pos:R:3
C -2.8093 0.2080 -4.0991
C -2.6123 -1.0202 -3.4536
C -1.9094 -1.0868 -2.2339
C -1.3886 0.0842 -1.6331
C -1.5662 1.3140 -2.3245
C -2.2745 1.3766 -3.5385
C -1.6908 -2.4170 -1.5447
C -0.2283 -2.8883 -1.3677
N 0.8182 -1.8336 -1.1170
Cu 0.0000 0.0000 0.0000
C -0.8689 2.5352 -1.7519
P 0.7905 1.9095 -1.1800
H -3.0083 -1.9406 -3.9016
H -2.3983 2.3372 -4.0538
H -3.3618 0.2526 -5.0440
H -1.3852 2.9086 -0.8466
H -0.7818 3.3685 -2.4720
H -2.1461 -2.3587 -0.5448
H -2.2169 -3.2212 -2.0896
H -0.1951 -3.5829 -0.5136
C 1.5189 3.2536 -0.1523
C 1.7911 1.9991 -2.7355
H 0.1003 -3.4591 -2.2586
C 1.3751 -1.3983 -2.4207
C 1.9116 -2.4285 -0.3077
H -0.6716 1.1424 0.8329
H 1.8662 -2.2509 -2.9330
H 0.5611 -1.0118 -3.0507
H 2.1161 -0.6065 -2.2438
H 2.4442 -3.1743 -0.9149
H 2.6194 -1.6438 0.0311
H 1.4729 -2.9358 0.5637
H 1.8081 3.0346 -3.1190
H 2.8256 1.6659 -2.5488
H 1.3307 1.3435 -3.4920
H 1.6705 4.1769 -0.7384
H 0.8397 3.4530 0.6922
H 2.4852 2.9133 0.2560
H 1.1679 -0.0183 1.1628
C 0.8102 -1.4659 4.5076
C -0.3757 -1.8043 3.5754
C -0.9628 -3.1617 4.0315
O 0.0960 -1.9899 2.2689
B -0.9189 -1.3307 1.4395
O -2.0321 -0.7756 2.2184
C -1.4548 -0.6517 3.4947
C -2.5548 -0.7647 4.5723
C -0.8517 0.7782 3.6309
H 1.5502 -2.2946 4.5107
H 0.4604 -1.2962 5.5479
H 1.3543 -0.5633 4.1580
H -0.1801 -3.9495 3.9800
H -1.3151 -3.1128 5.0838
H -1.8030 -3.4691 3.3750
H -2.1141 -0.6976 5.5907
H -3.2976 0.0540 4.4550
H -3.1174 -1.7166 4.4833
H -0.0230 0.9521 2.9212
H -1.6347 1.5461 3.4461
H -0.4523 0.9475 4.6540
```

Properties
- Highest occupied orbital energy (spin up / spin down): -6.56 / -7.90 eV
- ⟨S²⟩: 0.792
- 2S+1: 2
- Lowest unoccupied orbital energy (spin up / spin down): -0.460 / -0.122 eV
- Total charge: 0
- Calculated total energy: -80457.624 eV

---

4.
DFT (the ωB97M-V functional and the def2-TZVPD basis) results for a molecular structure, C19H35N2O5PS2Si2 in a non-equilibrium geometry.

```
66
Properties=species:S:1:pos:R:3
C -5.1709 1.7122 0.9884
C -5.3276 0.9966 -0.4167
N -4.1495 1.0784 -1.3149
C -3.7298 2.4637 -1.6251
C -4.9126 3.4884 -1.8122
C -3.0601 0.2542 -0.8759
S -2.0192 0.6293 0.3678
S -2.7720 -1.3172 -1.7653
C -0.9879 -1.7278 -1.7168
C -0.2247 -1.4624 -3.0919
C 0.6012 -2.7706 -3.4554
Si 2.3828 -2.7129 -2.7499
O 3.4488 -1.8453 -3.7597
Si 4.5873 -0.9064 -2.8732
C 5.7927 -2.1296 -2.0338
C 6.2105 -1.7737 -0.5704
C 5.4576 -0.9578 0.3714
C 5.9432 -0.7302 1.7386
C 7.1932 -1.3347 2.2087
C 7.9752 -2.1388 1.2741
C 7.4767 -2.3496 -0.0753
P 5.6749 0.3058 -4.3965
N 7.2249 0.6179 -3.6454
O 5.9054 -0.7553 -5.7248
H -4.8967 0.9172 1.7369
H -4.3786 2.4975 1.0322
H -6.1734 2.1202 1.2969
H -6.2875 1.3098 -0.9137
H -5.4731 -0.1023 -0.1946
H -2.9929 2.9046 -0.9014
H -3.1880 2.4175 -2.6174
H -5.0550 4.0074 -0.8200
H -5.8726 3.0260 -2.1559
H -4.6114 4.3078 -2.5237
H -0.4080 -1.2006 -0.9178
H -0.9205 -2.8251 -1.4646
H 0.5252 -0.6303 -2.9476
H -0.9046 -1.1290 -3.9171
H 0.0797 -3.7164 -3.1405
H 0.6701 -2.8143 -4.5809
H 2.3801 -2.2856 -1.3452
H 2.8489 -4.1213 -2.7512
H 3.8525 -0.0562 -1.9109
H 6.7462 -2.1038 -2.6458
H 5.4285 -3.1912 -2.0728
H 4.4881 -0.5025 0.0792
H 5.3592 -0.0894 2.4368
H 7.5462 -1.1874 3.2600
H 8.9441 -2.6210 1.5469
H 8.0810 -2.9904 -0.7657
H 7.6993 -0.2844 -3.5151
H 7.7824 1.1205 -4.3420
H 6.1399 -1.6134 -5.3133
C -4.3679 2.8376 6.4059
C -5.6477 2.1275 6.0247
C -5.6157 0.6396 6.2391
O -6.5685 0.1787 5.2809
C -6.5743 1.0896 4.2682
O -7.1076 0.9268 3.2173
O -5.8827 2.2106 4.6154
H -4.3168 3.8188 5.9300
H -4.3015 2.9644 7.4871
H -3.4908 2.2787 6.0709
H -6.5000 2.5913 6.5317
H -5.9076 0.3506 7.2482
H -4.6478 0.1878 6.0033
```

Properties
- Highest occupied orbital energy: -8.37 eV
- Lowest unoccupied orbital energy: -0.192 eV
- Total charge: 0
- Calculated total energy: -80203.074 eV

---

5.
DFT (the ωB97M-V functional and the def2-TZVPD basis) results for a molecular structure, C19H35N2O5SSi2TeV.

```
66
Properties=species:S:1:pos:R:3
V 0.3429 -0.9544 0.0429
O 1.8710 -0.0169 -1.3250
C 2.9465 0.4921 -0.5350
C 3.3325 -0.5171 0.5244
N 2.1711 -0.8819 1.3463
C 2.2872 -2.2739 1.7956
C 1.9717 -3.2560 0.6455
O 2.3250 -4.4166 0.7927
O 1.3397 -2.7423 -0.3467
C 1.9146 0.0888 2.4165
C 0.7614 1.0586 2.1144
O 0.6156 2.0133 2.8706
O 0.0292 0.7646 1.1045
H 2.1293 -0.8656 -1.7159
H 2.5710 1.4141 -0.0899
H 3.8088 0.7375 -1.1618
H 4.1537 -0.1270 1.1406
H 3.6945 -1.4207 0.0288
H 1.5492 -2.4512 2.5780
H 3.2768 -2.5076 2.2064
H 2.8001 0.6941 2.6363
H 1.6603 -0.4327 3.3400
S -1.5831 -1.5387 -1.4415
C -1.9905 -2.3841 0.0028
C -3.0355 -3.3138 0.1640
C -3.2771 -3.8345 1.4136
C -2.4782 -3.4559 2.4952
C -1.4415 -2.5812 2.2526
N -1.1931 -2.0662 1.0466
H -3.6342 -3.5841 -0.6941
H -4.0900 -4.5366 1.5600
H -2.6497 -3.8426 3.4899
H -0.7736 -2.2721 3.0495
C -0.0773 6.3235 -0.6742
Si 0.1331 5.0637 0.7109
C 0.1578 5.9834 2.3530
C 1.7725 4.1905 0.4648
C -1.2832 3.8478 0.7422
Te -1.3989 2.5438 -0.9615
C -2.4964 3.9444 -2.2100
Si -4.3321 3.6187 -2.0955
C -5.2679 4.8507 -3.1783
C -4.9195 3.8321 -0.3251
C -4.7061 1.8832 -2.6951
H 0.7299 7.0604 -0.6452
H -1.0246 6.8619 -0.5846
H -0.0500 5.8364 -1.6513
H 0.9781 6.7046 2.4000
H 0.2808 5.2708 3.1716
H -0.7774 6.5265 2.5126
H 2.6023 4.9021 0.4446
H 1.7603 3.6500 -0.4852
H 1.9341 3.4845 1.2810
H -2.2550 4.3321 0.8645
H -1.1324 3.1609 1.5770
H -2.1326 3.8097 -3.2313
H -2.2287 4.9552 -1.9013
H -5.0787 5.8777 -2.8563
H -6.3465 4.6782 -3.1318
H -4.9602 4.7655 -4.2234
H -4.7434 4.8507 0.0305
H -4.3963 3.1407 0.3384
H -5.9913 3.6317 -0.2477
H -4.4599 1.7763 -3.7551
H -5.7663 1.6472 -2.5753
H -4.1278 1.1414 -2.1386
```

Properties
- Highest occupied orbital energy (spin up / spin down): -3.40 / -2.83 eV
- ⟨S²⟩: 0.766
- 2S+1: 2
- Lowest unoccupied orbital energy (spin up / spin down): 2.365 / 2.365 eV
- Total charge: -1
- Calculated total energy: -93066.565 eV

---

6.
DFT (the ωB97M-V functional and the def2-TZVPD basis) results for 4 unconnected molecules or ions with the total composition C19H35N3O12PS3 in a non-equilibrium geometry.

```
73
Properties=species:S:1:pos:R:3
C 2.9756 -1.5461 -1.7144
C 2.3716 -1.8939 -2.8635
C 0.8827 -1.6786 -3.0782
C 0.3816 -0.2878 -2.8299
N 1.2433 0.7044 -3.0475
N 1.0225 1.9966 -2.9001
C -0.1684 2.3061 -2.4717
C -1.1971 1.3712 -2.1833
C -2.5016 1.9174 -1.6910
C -3.6780 1.7672 -2.6713
N -4.9265 2.3054 -2.1281
C -0.9201 0.0224 -2.3836
P -2.2591 -1.2171 -2.0342
C -2.8209 -1.8682 -3.6562
C -4.3590 -1.9178 -3.7494
C -1.5962 -2.5694 -0.9983
C -0.7341 -1.9908 0.1385
H 3.6891 -2.1927 -1.2173
H 2.8056 -0.5909 -1.2224
H 2.9496 -2.3167 -3.6770
H 0.5569 -2.0368 -4.0562
H 0.3992 -2.3128 -2.3441
H 2.1720 0.4580 -3.3805
H -0.3807 3.3598 -2.3494
H -2.7630 1.3986 -0.7657
H -2.3599 2.9746 -1.4617
H -3.4766 2.2971 -3.6026
H -3.8642 0.7102 -2.8450
H -5.2725 1.6669 -1.4181
H -4.7392 3.1597 -1.6114
H -2.3901 -2.8455 -3.8794
H -2.4563 -1.2048 -4.4437
H -4.6808 -2.8072 -4.2845
H -4.7257 -1.0662 -4.3213
H -4.8294 -1.8701 -2.7691
H -1.0478 -3.3159 -1.5774
H -2.4652 -3.0814 -0.5932
H -1.0556 -0.9656 0.3383
H -0.8617 -2.5906 1.0322
H 0.3098 -1.9514 -0.1709
C 1.7497 2.3740 2.1075
C 0.8394 1.4600 1.3161
O 1.1254 0.1516 1.8272
S 1.4848 0.2551 3.3933
O 0.3201 -0.0392 4.1551
O 2.7024 -0.4324 3.6108
O 1.7257 1.8223 3.4389
H 2.7720 2.3353 1.7287
H 1.4003 3.4024 2.1315
H 1.0424 1.4898 0.2474
H -0.2171 1.6800 1.4969
C 7.2919 1.6604 2.9538
C 7.9044 2.8509 2.2447
O 6.8709 3.2763 1.3342
S 5.4452 3.0167 1.9816
O 4.9428 4.2051 2.5677
O 4.6629 2.2883 1.0376
O 5.9146 2.0357 3.1361
H 7.3253 0.7610 2.3378
H 7.7478 1.4585 3.9181
H 8.8031 2.6009 1.6900
H 8.1148 3.6697 2.9336
C -3.6156 -1.2427 4.1369
C -2.4803 -2.2139 3.9009
O -3.1365 -3.4517 3.5784
S -4.4890 -3.1515 2.7890
O -4.2498 -3.2634 1.3892
O -5.5455 -3.8596 3.4057
O -4.5884 -1.5978 3.1384
H -4.0627 -1.3733 5.1229
H -3.3158 -0.2068 4.0089
H -1.8466 -2.3459 4.7722
H -1.8683 -1.9133 3.0516
```

Properties
- Highest occupied orbital energy: -11.50 eV
- Lowest unoccupied orbital energy: -4.339 eV
- Total charge: +1
- Calculated total energy: -91094.120 eV

---

7.
DFT (the ωB97M-V functional and the def2-TZVPD basis) results for 5 unconnected molecules or ions with the total composition C19H36FN4P.

```
61
Properties=species:S:1:pos:R:3
C 0.4209 -1.2033 0.3499
C -0.2789 -1.9654 1.4672
C -1.6886 -2.4294 1.0702
C -2.5422 -1.2908 0.7397
N -3.1244 -0.3291 0.4966
H -0.1223 -0.2896 0.0982
H 1.4262 -0.9158 0.6552
H 0.4977 -1.8130 -0.5527
H -0.3425 -1.3435 2.3624
H 0.3007 -2.8512 1.7331
H -2.1603 -2.9878 1.8810
H -1.6334 -3.0761 0.1931
C -2.9598 2.7318 -3.8277
C -2.8614 1.2280 -3.6099
C -1.8002 0.8476 -2.5721
C -0.4592 1.2764 -2.9711
N 0.5890 1.6145 -3.3029
H -2.0224 3.1366 -4.2118
H -3.7454 2.9682 -4.5453
H -3.1922 3.2475 -2.8939
H -2.6339 0.7272 -4.5530
H -3.8193 0.8377 -3.2624
H -1.7754 -0.2326 -2.4196
H -2.0326 1.3027 -1.6069
C -0.7554 -7.8903 -0.7586
C -1.6731 -6.9692 0.0336
C -2.3105 -5.8770 -0.8336
C -1.3035 -5.0073 -1.4427
N -0.4998 -4.3245 -1.9020
H 0.0814 -7.3386 -1.1890
H -0.3466 -8.6707 -0.1177
H -1.2951 -8.3747 -1.5745
H -1.1186 -6.4983 0.8478
H -2.4794 -7.5453 0.4903
H -2.9802 -5.2507 -0.2409
H -2.9029 -6.3206 -1.6364
C 4.6906 3.4513 -1.1378
C 5.3263 4.2918 -0.0383
C 4.3974 4.4899 1.1652
C 3.1639 5.1845 0.7941
N 2.1956 5.7233 0.4863
H 3.7976 3.9332 -1.5376
H 5.3872 3.3036 -1.9623
H 4.4024 2.4670 -0.7632
H 5.6125 5.2693 -0.4304
H 6.2392 3.8124 0.3194
H 4.8876 5.0703 1.9483
H 4.1250 3.5230 1.5952
F 1.5653 0.4593 2.6456
C 1.0685 1.6836 2.2097
C 0.5891 2.5300 3.3807
C -0.7214 3.2587 3.0601
P -2.2237 2.1785 2.9215
H 1.8790 2.1700 1.6602
H 0.2535 1.4654 1.5152
H 1.3584 3.2528 3.6716
H 0.4426 1.8590 4.2348
H -0.6279 3.8112 2.1169
H -0.9329 4.0027 3.8340
H -1.6779 1.0673 3.6017
H -1.9907 1.6733 1.6296
```

Properties
- SMILES: CCCC#N.CCCC#N.CCCC#N.CCCC#N.FCCCP
- Highest occupied orbital energy: -9.14 eV
- Lowest unoccupied orbital energy: 0.504 eV
- Total charge: 0
- Calculated total energy: -38252.378 eV